1.
Density functional theory data (the ωB97M-V functional and the def2-TZVPD basis) for 3 unconnected molecules or ions with the total composition C17H36F7N3O7PS.

CARTESIAN COORDINATES (ANGSTROEM)
O  1.961283  1.146090  -1.432368
P  1.710214  -0.261785  -1.712951
O  1.856869  -1.267722  -0.494301
O  2.667566  -0.978326  -2.772049
C  0.045373  -0.465900  -2.395382
C  -0.385161  -1.823874  -2.968211
C  -1.910381  -1.777184  -3.114469
N  -2.512040  -3.106756  -3.517462
C  -2.051282  -4.224014  -2.626104
C  -0.529253  -4.298864  -2.772069
S  -0.084294  -5.862983  -2.011115
O  -0.598123  -5.793570  -0.677881
O  -0.437415  -6.898713  -2.927652
C  1.779356  -5.924027  -1.790150
F  1.980849  -7.133448  -1.285508
F  2.094653  -5.001271  -0.881453
C  2.629317  -5.747680  -3.085769
F  2.800590  -6.935253  -3.643486
F  1.941880  -4.958538  -3.949659
C  4.016438  -5.095326  -2.858205
F  4.687035  -5.104527  -4.004161
F  3.866645  -3.831698  -2.452307
F  4.687729  -5.783197  -1.938670
C  0.088720  -3.044139  -2.168395
H  1.082062  -1.247337  0.085639
H  3.104582  -0.310388  -3.320215
H  0.040530  0.271819  -3.205434
H  -0.655073  -0.092910  -1.638692
H  0.037469  -1.907732  -3.976851
H  -2.191667  -1.064451  -3.890346
H  -2.401148  -1.486607  -2.184191
H  -3.531672  -3.044981  -3.488820
H  -2.261463  -3.323689  -4.485169
H  -2.558917  -5.145371  -2.910030
H  -2.318046  -3.940824  -1.608423
H  -0.272224  -4.360287  -3.833709
H  1.177298  -3.081492  -2.183366
H  -0.220762  -2.958246  -1.120941
C  -2.246028  2.216964  2.822349
C  -2.350287  0.842911  2.174787
C  -0.988677  0.187645  1.913885
O  -0.258996  0.731151  0.822618
C  0.469107  1.927948  1.132213
N  -3.175659  0.936415  0.966474
H  -1.952150  2.979919  2.103194
H  -3.210257  2.513260  3.234255
H  -1.510310  2.221151  3.626066
H  -2.873900  0.178594  2.869690
H  -1.163575  -0.864947  1.658406
H  -0.371509  0.208251  2.819882
H  0.829532  1.903203  2.163279
H  -0.154634  2.811384  0.995166
H  1.308269  1.977796  0.447385
H  -3.361116  0.008341  0.598621
H  -2.644302  1.426148  0.251765
C  0.669559  7.640410  4.151333
C  0.897428  6.624157  3.038016
C  -0.268408  5.649812  2.836085
O  -0.377310  4.638333  3.820190
C  -1.053864  5.012149  5.005721
N  2.173954  5.946227  3.263754
H  0.808249  7.189312  5.134421
H  1.389423  8.452785  4.064387
H  -0.335168  8.064333  4.106228
H  0.989626  7.176542  2.096898
H  -0.106168  5.119705  1.892461
H  -1.219392  6.193265  2.752390
H  -1.865680  5.714294  4.791938
H  -0.382530  5.461318  5.740537
H  -1.478901  4.105907  5.437421
H  2.409181  5.366340  2.464697
H  2.066952  5.304178  4.043810

Atomic forces in eV per Å
0.29 0.15 -0.39
-0.24 -0.01 0.28
-0.17 -0.39 -0.25
-0.06 0.20 0.02
-0.09 0.10 -0.23
-0.05 -0.12 -0.09
0.02 0.15 -0.14
0.05 -0.05 0.06
0.17 0.06 -0.04
-0.17 0.32 -0.16
0.18 0.13 0.00
-0.07 -0.09 0.10
-0.03 -0.07 -0.05
-0.12 0.01 -0.19
0.10 -0.18 0.15
0.06 0.23 0.15
-0.10 0.02 0.19
0.03 -0.29 -0.21
-0.02 0.16 -0.06
0.07 0.13 0.11
-0.04 -0.01 0.12
0.06 -0.17 -0.10
-0.08 0.09 -0.11
-0.05 0.08 0.18
0.16 0.37 0.25
0.15 -0.12 0.05
-0.14 0.03 0.09
0.14 -0.06 0.09
0.05 -0.06 0.06
-0.05 0.03 0.09
0.05 -0.11 0.02
0.03 0.05 -0.01
0.00 0.01 0.02
-0.03 0.07 -0.06
-0.07 -0.15 -0.01
0.04 -0.26 0.08
-0.06 0.01 -0.03
0.05 -0.07 -0.03
-0.08 -0.02 0.06
0.00 0.08 -0.05
-0.05 -0.11 0.00
0.09 -0.11 0.01
0.01 -0.02 -0.01
0.13 -0.11 -0.06
0.02 0.00 0.00
-0.01 -0.02 -0.03
0.01 0.03 -0.01
0.03 -0.01 0.02
0.01 0.01 -0.03
-0.03 0.02 0.01
-0.04 0.00 0.02
-0.02 -0.01 0.05
-0.01 0.00 0.02
-0.06 0.01 0.04
-0.05 0.06 0.02
0.00 0.02 0.00
0.06 0.02 0.05
-0.01 -0.02 -0.07
0.05 0.03 0.04
-0.03 -0.06 -0.01
-0.08 -0.10 -0.05
-0.01 -0.01 -0.01
0.02 -0.02 0.01
0.00 0.00 0.00
-0.04 0.00 -0.01
0.00 -0.02 0.02
0.02 0.03 0.01
0.00 0.00 0.01
-0.01 0.03 -0.02
0.00 0.00 0.00
0.03 0.05 -0.02
0.03 0.04 0.02

The spin multiplicity is 1. Its total energy is -76157.07686 eV. The charge is +1. The value obtained for the frontier orbital gap is 7.02 eV. The value obtained for the lowest unoccupied orbital energy is -0.1314 Eh.

---

2.
Density functional theory data (the ωB97M-V functional and the def2-TZVPD basis) for 2 unconnected molecules or ions with the total composition C4H13N2 in a non-equilibrium geometry.

CARTESIAN COORDINATES (ANGSTROEM)
C  1.151331  -0.032791  2.410382
N  0.835918  0.773824  1.194001
H  0.969585  0.572959  3.290930
H  0.594526  -0.964904  2.379663
H  2.201597  -0.314354  2.388500
H  1.540974  1.466177  0.950929
H  -0.068388  1.220099  1.330682
H  0.729168  0.087816  0.350477
C  -1.838881  0.031337  -0.718106
C  -0.543971  -0.361545  -1.387696
C  0.297917  -1.303638  -0.890994
N  -0.279730  0.315537  -2.557464
H  -2.692941  -0.154668  -1.368375
H  -1.830142  1.083066  -0.425974
H  -1.930467  -0.531548  0.213980
H  1.154657  -1.562360  -1.499142
H  -0.071034  -1.899022  -0.066175
H  -0.905911  1.060657  -2.816761
H  0.685789  0.513357  -2.778858

Atomic forces in eV per Å
0.79 -0.01 -0.01
-0.23 -0.93 -0.40
-0.17 -0.19 0.11
-0.34 0.23 0.12
0.04 0.14 -0.06
-0.02 0.10 0.24
0.06 0.24 -0.21
-0.03 0.46 0.34
0.50 -0.45 0.44
-0.12 0.21 -0.46
-0.54 0.77 -0.16
0.13 0.30 0.44
-0.02 0.02 0.10
-0.05 0.17 -0.32
-0.33 -0.16 -0.21
0.10 -0.34 0.33
0.33 -0.23 -0.07
0.01 0.00 0.05
-0.12 -0.33 -0.26

The spin multiplicity is 1. Its total energy is -7332.21871 eV. The charge is +1. The value obtained for the frontier orbital gap is 9.14 eV. The calculation puts the energy relative to the best compared isomer or geometry (same formula, charge and spin) at 29.3 kcal/mol. The value obtained for the lowest unoccupied orbital energy is -0.1247 Eh.

---

3.
Density functional theory data (the ωB97M-V functional and the def2-TZVPD basis) for a gas-phase ion, C3H10ClN3 (charge +2) in a non-equilibrium geometry.

CARTESIAN COORDINATES (ANGSTROEM)
N  -1.691908  0.044759  -1.236175
C  -1.198604  -0.146826  0.075003
N  -1.871958  0.772971  1.001261
C  0.325266  0.085363  0.115681
Cl  0.725790  1.827579  0.190787
C  1.263478  -0.884750  -0.010570
N  2.652086  -0.601015  -0.011242
H  -1.510285  -0.705315  -1.825751
H  -1.498196  1.012168  -1.744385
H  -1.345971  -1.283165  0.208418
H  -1.726754  0.686500  2.087605
H  -1.590311  1.731414  0.812215
H  -2.875847  0.614817  0.834560
H  1.067228  -1.895290  -0.231978
H  2.772420  0.451947  -0.025062
H  3.042569  -0.760484  -0.932270
H  3.460992  -0.950670  0.691905

Atomic forces in eV per Å
-0.64 4.72 -0.30
2.37 -2.63 -1.68
-0.97 -0.71 2.94
0.93 0.13 0.45
0.23 -1.33 0.00
-1.83 1.36 0.93
3.96 2.69 0.38
0.16 -1.46 -1.30
-0.38 -2.74 1.50
-0.17 1.89 0.93
-0.02 -0.39 -2.36
-0.27 0.43 -0.41
-0.04 0.54 0.02
-0.69 -1.08 0.16
-0.14 -0.84 0.64
0.31 -0.87 -0.65
-2.81 0.29 -1.25

The spin multiplicity is 1. Its total energy is -20247.30047 eV. The charge is +2. The value obtained for the frontier orbital gap is 10.23 eV. The calculation puts the energy relative to the best compared isomer or geometry (same formula, charge and spin) at 30.6 kcal/mol. Its SMILES is N[C@H]([NH3+])/C(Cl)=C/[NH3+]. The value obtained for the lowest unoccupied orbital energy is -0.2885 Eh.

---

4.
Density functional theory data (the ωB97M-V functional and the def2-TZVPD basis) for a molecular structure, C50H40Cl4N5O4SSbSiTi in a non-equilibrium geometry.

CARTESIAN COORDINATES (ANGSTROEM)
Ti  0.425059  0.456075  0.353121
N  0.126836  -1.317209  4.346906
C  -0.254660  -0.241702  5.156779
C  0.302831  -0.038955  6.414003
C  -0.136608  1.004579  7.215764
C  -1.130413  1.859993  6.762931
C  -1.677983  1.678870  5.500421
C  -1.243986  0.634055  4.700131
S  -1.898545  0.305480  3.097758
N  -0.567472  -0.325577  2.295207
C  0.320874  -1.025302  2.965766
C  1.528450  -1.420851  2.343653
C  2.282394  -2.551522  2.755744
C  3.373394  -2.952105  2.039620
C  3.737187  -2.221253  0.887148
C  2.980953  -1.118800  0.548948
N  1.927267  -0.677120  1.240903
H  0.892292  -1.837249  4.747066
H  1.076618  -0.714240  6.764534
H  0.313217  1.152272  8.190160
H  -1.470985  2.675162  7.388193
H  -2.442331  2.347836  5.124994
H  1.941189  -3.143010  3.597475
H  3.940711  -3.827220  2.332115
H  4.577888  -2.511555  0.274137
H  3.265806  -0.529007  -0.314872
O  -0.001721  -1.266116  -0.157988
N  0.792526  -1.747102  -1.129993
N  1.142286  -0.750690  -1.941198
O  0.614704  0.466357  -1.719396
C  2.029627  -0.967673  -2.953705
C  2.300540  0.038608  -3.896532
C  3.216004  -0.189871  -4.901166
C  3.883119  -1.408750  -5.000194
C  3.615066  -2.405348  -4.064217
C  2.701620  -2.203640  -3.052522
H  1.776692  0.979133  -3.807752
H  3.421673  0.590799  -5.624258
H  4.603603  -1.578365  -5.790801
H  4.138257  -3.352647  -4.131093
H  2.488603  -2.961318  -2.313776
Cl  -4.391750  5.075283  1.210584
C  -2.926303  4.180923  1.397225
C  -2.021641  4.508613  2.394426
Cl  -2.342552  5.849216  3.437734
C  -0.847374  3.766633  2.559771
Cl  0.270006  4.144211  3.829848
C  -0.556260  2.677057  1.736970
O  0.490339  1.920490  1.817621
C  -1.485521  2.363857  0.690755
O  -1.163536  1.345091  -0.068994
C  -2.649087  3.103216  0.547578
Cl  -3.733183  2.627966  -0.714906
C  -6.510909  -1.957644  -4.320591
C  -5.814532  -2.877729  -3.546532
C  -4.652317  -2.497970  -2.891230
C  -4.151017  -1.203787  -2.995987
C  -4.865050  -0.296967  -3.772724
C  -6.034510  -0.660146  -4.428839
Sb  -2.272734  -0.531559  -2.027485
C  -2.928224  -1.640389  -0.277735
C  -3.955283  -1.029100  0.435103
C  -4.434900  -1.581192  1.613832
C  -3.889099  -2.760868  2.093768
C  -2.868505  -3.381272  1.389094
C  -2.386755  -2.823361  0.212742
C  -1.311933  -2.021540  -3.337382
C  -0.701531  -1.479777  -4.464282
C  -0.047341  -2.281867  -5.389283
C  0.015890  -3.650795  -5.187106
C  -0.604417  -4.207571  -4.077638
C  -1.265938  -3.400165  -3.163172
H  -7.419219  -2.248318  -4.836485
H  -6.179273  -3.895460  -3.456158
H  -4.128176  -3.224060  -2.280016
H  -4.498272  0.721112  -3.857989
H  -6.571013  0.068883  -5.026641
H  -4.379174  -0.100062  0.067934
H  -5.215886  -1.076406  2.169923
H  -4.247385  -3.189259  3.022190
H  -2.429022  -4.295634  1.772343
H  -1.551899  -3.291727  -0.288855
H  -0.738096  -0.405453  -4.620605
H  0.434533  -1.835452  -6.250942
H  0.549388  -4.281766  -5.888090
H  -0.561552  -5.279701  -3.919694
H  -1.750669  -3.859253  -2.311183
C  3.647245  2.009587  -1.498758
Si  2.227810  2.232489  -0.175342
C  1.250443  3.739160  -0.886437
C  3.329177  2.998606  1.209587
C  3.110182  4.265754  1.748851
C  3.964767  4.815828  2.693768
C  5.069114  4.100727  3.132218
C  5.296736  2.826697  2.629232
C  4.433163  2.287893  1.688858
H  4.496099  2.653617  -1.262629
H  3.294098  2.257872  -2.499117
H  4.023818  0.985645  -1.547910
H  1.906064  4.514148  -1.290297
H  0.609339  4.199648  -0.131559
H  0.592127  3.390063  -1.684877
H  2.255780  4.841451  1.414671
H  3.774584  5.810947  3.080260
H  5.743495  4.526436  3.866343
H  6.160321  2.261989  2.963724
H  4.624742  1.290118  1.306507

Atomic forces in eV per Å
0.89 1.47 0.28
-0.16 -0.19 -0.20
-0.14 0.18 0.26
0.03 -0.07 -0.03
-0.02 -0.02 -0.02
-0.07 0.02 0.12
0.04 -0.04 -0.05
0.13 -0.16 -0.29
-0.40 -0.17 0.40
0.76 -0.44 -0.06
-0.25 -0.01 0.10
0.14 -0.04 0.14
0.08 0.04 0.07
-0.09 0.04 0.06
0.08 0.12 -0.02
0.37 0.01 0.09
0.81 -0.62 0.63
0.07 0.08 -0.07
0.03 0.03 -0.01
-0.03 0.01 0.01
0.00 0.03 -0.02
0.03 0.07 -0.03
0.02 0.00 0.02
-0.05 -0.04 0.04
0.00 0.04 -0.04
-0.10 -0.01 -0.01
-0.67 -1.33 -0.89
0.11 -1.14 -0.07
0.17 0.09 -0.23
0.15 0.10 -0.02
0.30 -0.03 -0.17
-0.21 0.05 0.14
0.06 -0.14 -0.07
0.05 -0.03 -0.07
0.04 0.09 -0.16
-0.14 0.05 0.18
0.01 0.02 0.01
-0.02 0.04 0.02
0.01 0.00 -0.01
-0.03 -0.03 0.03
0.02 -0.06 -0.02
-0.17 0.10 -0.07
0.09 -0.06 0.12
-0.04 -0.13 -0.14
-0.03 0.13 0.14
0.14 -0.07 0.11
0.03 -0.02 -0.02
-0.42 0.34 -0.26
-0.03 0.66 0.00
-0.36 0.92 0.55
-0.93 0.72 0.09
0.36 -0.23 -0.05
-0.16 0.13 -0.03
-0.04 0.04 -0.06
0.01 -0.04 0.00
-0.03 -0.08 0.04
0.06 0.34 0.07
0.05 0.08 0.05
-0.07 -0.02 -0.09
-0.65 -0.90 -0.66
0.27 0.11 -0.21
-0.04 0.00 -0.09
-0.05 -0.02 0.00
-0.08 -0.05 0.02
-0.01 -0.08 0.01
0.03 0.01 0.06
-0.04 0.27 0.46
-0.15 0.07 0.01
0.00 -0.03 -0.06
-0.02 0.00 -0.08
-0.02 -0.07 0.03
-0.02 -0.06 -0.03
0.00 -0.02 0.02
0.00 0.01 0.01
-0.01 -0.03 0.01
-0.04 0.04 -0.05
0.00 -0.01 0.01
-0.03 0.03 0.06
0.00 0.01 0.00
0.01 0.01 0.02
0.02 0.01 -0.02
0.06 0.03 0.01
0.11 0.01 0.00
0.03 0.02 0.02
0.01 0.00 -0.01
-0.01 0.00 0.02
0.04 -0.01 0.03
-0.36 -0.25 0.21
0.68 0.66 -0.50
-0.02 -0.38 0.25
-0.35 -0.26 0.05
-0.02 -0.01 -0.12
0.08 0.07 0.01
-0.01 0.01 0.06
0.10 0.00 0.03
-0.02 -0.02 -0.08
-0.03 0.10 0.06
-0.06 0.01 -0.05
0.06 -0.04 -0.07
0.13 -0.02 0.01
-0.02 0.03 0.03
0.01 -0.04 -0.07
-0.04 0.03 0.03
-0.03 -0.01 0.03
0.01 0.02 0.01
-0.03 -0.04 0.03
0.04 -0.03 0.00

The spin multiplicity is 3. Its total energy is -166596.27188 eV. The charge is -2. The value obtained for the frontier orbital gap (spin up / spin down) is 4.71 / 6.23 eV. The calculation puts the energy relative to the best compared isomer or geometry (same formula, charge and spin) at 26.4 kcal/mol. The value obtained for the lowest unoccupied orbital energy (spin up / spin down) is 0.1510 / 0.1509 Eh.

---

5.
Density functional theory data (the ωB97M-V functional and the def2-TZVPD basis) for a single C4H6O2 molecule in a non-equilibrium geometry.

CARTESIAN COORDINATES (ANGSTROEM)
O  1.743716  -0.324888  -0.763399
C  0.863778  0.176657  0.199942
C  -0.437521  0.964372  -0.093454
C  -1.208932  -0.297445  -0.494177
C  -0.256489  -0.743910  0.582289
O  -0.796845  0.728628  1.289055
H  2.640223  -0.175566  -0.437075
H  1.366078  0.601261  1.079171
H  -0.495677  1.943222  -0.578306
H  -2.247658  -0.316884  -0.134177
H  -1.088957  -0.735482  -1.480586
H  -0.081719  -1.819967  0.830720

Atomic forces in eV per Å
0.33 0.14 -0.26
0.05 0.05 -0.01
0.05 0.29 -0.38
0.05 -0.13 -0.46
-0.20 0.20 0.40
0.28 -1.58 0.12
-0.24 -0.05 -0.27
0.09 -0.06 -0.38
-0.24 0.06 0.64
0.27 0.19 -0.43
0.15 -0.07 -0.16
-0.61 0.98 1.18

The spin multiplicity is 1. Its total energy is -8335.97393 eV. The value obtained for the frontier orbital gap is 10.48 eV. The calculation puts the energy relative to the best compared isomer or geometry (same formula, charge and spin) at 103.5 kcal/mol. The value obtained for the lowest unoccupied orbital energy is 0.0266 Eh.